The following is a DFT calculation (ωB97M-V/def2-TZVPD) of a 10-piece molecular cluster, C41H108N8O12 overall in a non-equilibrium geometry.

Values from the calculation:
* E_tot: -80753.61436 eV
* energy relative to the best compared isomer or geometry (same formula, charge and spin): 0.000 eV
* orbital gap: 8.51 eV
* structure (SMILES): CC1(C)CCCC(C)(C)N1O.COC[C@H](C)N.COC[C@H](C)N.COC[C@H](C)N.COC[C@H](C)N.COC[C@H](C)N.COC[C@H](C)N.COC[C@H](C)N.OCCO.OCCO
* net charge: 0
* 2S+1: 1
* E_HOMO: -8.261 eV

The geometry in XYZ format:
```
169
Properties=species:S:1:pos:R:3:mulliken_charge:R:1
C -1.59428 0.88085 -3.42517 -1.50
C -0.88235 2.13706 -3.93515 1.58
C -0.48203 1.86313 -5.38978 -0.64
C -1.90936 3.26917 -3.89407 -1.29
C -1.27619 4.61759 -4.15024 -0.74
C -0.21078 4.87162 -3.10446 -1.28
C 0.90157 3.80539 -3.04679 1.75
C 1.89420 4.02552 -4.17322 -1.76
C 1.56120 3.97704 -1.67094 -1.97
N 0.24902 2.46211 -3.06716 1.10
O 1.21727 1.44348 -3.14484 -0.28
H -1.95857 1.02793 -2.40035 0.14
H -2.53387 0.64659 -3.93386 0.55
H -0.96771 -0.01162 -3.41137 -0.20
H 0.07663 0.92869 -5.38207 -0.55
H -1.34602 1.72308 -6.04170 0.43
H 0.10694 2.67970 -5.80069 0.34
H -2.61511 3.02247 -4.68933 0.52
H -2.43892 3.32530 -2.93823 0.06
H -0.87603 4.65808 -5.17315 0.39
H -1.93165 5.49327 -4.18750 0.44
H -0.79649 4.99520 -2.18583 0.19
H 0.28239 5.83939 -3.22987 0.63
H 2.69046 3.28458 -4.18695 0.30
H 2.29512 5.04057 -4.15143 0.42
H 1.33734 3.98195 -5.11158 0.36
H 1.00699 3.44428 -0.89573 0.03
H 1.68581 5.01269 -1.35582 0.46
H 2.54792 3.50300 -1.67195 0.40
H 1.11778 0.90770 -2.34100 0.28
C 3.99901 -3.86440 -0.91036 -0.73
O 3.36785 -4.41467 -2.04183 -0.28
C 4.14033 -4.24553 -3.20714 -0.32
C 3.62647 -5.27729 -4.24573 0.42
C 4.55759 -5.51305 -5.40997 -1.61
N 2.24626 -4.93898 -4.62108 -0.77
H 4.96240 -4.35102 -0.72931 0.41
H 3.32276 -3.99225 -0.06406 0.18
H 4.18510 -2.78338 -0.95980 0.29
H 4.06241 -3.25893 -3.68335 -0.04
H 5.20734 -4.39949 -3.00271 0.49
H 3.58157 -6.18041 -3.63285 0.33
H 5.35493 -6.18111 -5.08131 0.43
H 4.95695 -4.61867 -5.89184 0.23
H 4.05313 -6.04816 -6.21788 0.41
H 1.75285 -4.88950 -3.73145 0.34
H 2.13064 -3.99184 -4.98325 0.28
C -1.92312 3.62005 5.85314 -1.17
O -1.53524 2.28412 5.48866 0.36
C -1.25050 1.46726 6.61615 -1.19
C -0.83966 0.10520 6.08154 0.32
C 0.33984 0.23428 5.08581 -0.53
N -1.95696 -0.56196 5.40667 -0.21
H -2.02622 4.18758 4.93490 0.27
H -1.09687 4.01940 6.45244 0.36
H -2.79385 3.55381 6.50626 0.31
H -0.40231 1.94332 7.12389 0.50
H -2.07803 1.37092 7.32678 0.40
H -0.43877 -0.57583 6.83833 0.47
H 1.12045 0.90171 5.46299 0.29
H -0.03478 0.70244 4.17299 -0.38
H 0.71160 -0.76684 4.87482 0.33
H -1.66659 -1.28257 4.75311 0.11
H -2.31032 0.16689 4.79738 -0.24
C 4.81836 1.56078 -7.67442 -0.74
O 4.24806 1.13052 -6.45093 -0.38
C 2.97112 0.51016 -6.58595 -0.58
C 3.02499 -0.90484 -5.97213 1.03
C 3.93864 -1.82432 -6.75448 -1.78
N 1.68906 -1.53686 -5.89564 -0.52
H 5.76218 2.08314 -7.55099 0.26
H 4.05838 2.16668 -8.17824 0.33
H 5.03498 0.72126 -8.34761 0.27
H 2.36388 1.21804 -6.01022 -0.11
H 2.63749 0.45969 -7.62860 0.59
H 3.35216 -0.81228 -4.93315 0.14
H 4.95254 -1.84019 -6.34068 0.34
H 4.01349 -1.58039 -7.81645 0.40
H 3.68450 -2.88419 -6.68160 0.43
H 1.33828 -1.60991 -6.85101 0.32
H 1.11558 -0.80886 -5.46329 -0.21
C 3.87135 1.25449 2.82333 -0.82
O 2.94026 2.14211 3.42070 -0.19
C 2.90410 3.39728 2.74488 -0.54
C 1.88439 4.25582 3.51051 0.39
C 2.17277 4.33513 5.01219 -1.40
N 0.53652 3.69824 3.31681 -0.20
H 4.85969 1.70241 2.69944 0.34
H 3.48858 0.88962 1.86583 0.21
H 4.02472 0.33990 3.39733 0.27
H 3.86870 3.91261 2.72246 0.65
H 2.57150 3.24284 1.71387 0.07
H 2.01702 5.24393 3.05332 0.30
H 2.06356 3.34672 5.45197 0.19
H 1.46079 5.03569 5.45622 0.42
H 3.15399 4.78155 5.19518 0.43
H 0.01061 3.82111 4.17300 0.15
H 0.68533 2.69131 3.27068 -0.16
C -2.34354 3.82247 0.54821 -0.82
O -2.95862 2.70954 1.15722 -0.31
C -3.99157 2.99713 2.08815 -0.84
C -4.69961 1.72044 2.54652 0.85
C -5.85785 2.02346 3.50030 -1.52
N -3.75137 0.80972 3.22261 0.64
H -1.48324 4.16062 1.13170 0.16
H -3.03691 4.67085 0.48459 0.53
H -2.06361 3.64901 -0.49122 -0.01
H -3.52079 3.51377 2.93489 0.12
H -4.69994 3.71554 1.65659 0.44
H -5.13107 1.09532 1.75948 -0.17
H -6.54136 1.17431 3.55605 0.37
H -6.43373 2.86009 3.10142 0.46
H -5.58113 2.16001 4.54774 0.26
H -3.50783 1.28032 4.09009 -0.17
H -2.90667 0.66963 2.68725 -0.16
C 3.23573 -4.97889 4.54495 -0.73
O 2.36121 -5.14974 3.44647 -0.26
C 0.99886 -5.07512 3.79731 -0.96
C 0.22361 -4.90462 2.49422 0.43
C 0.27617 -3.48263 1.93377 -0.57
N -1.17150 -5.31461 2.72265 -0.79
H 3.11657 -5.80890 5.24664 0.30
H 3.07579 -4.02899 5.06001 0.28
H 4.25220 -5.00189 4.15857 0.24
H 0.69501 -5.95074 4.37962 0.50
H 0.76334 -4.20877 4.43594 0.16
H 0.64411 -5.60440 1.76943 0.47
H 0.32624 -3.50549 0.84632 0.00
H 1.20963 -3.00202 2.25645 0.30
H -0.51847 -2.84766 2.32490 0.01
H -1.72941 -5.45199 1.88742 0.30
H -1.66863 -4.54969 3.17701 0.09
C 1.05559 -1.89055 -2.17146 -0.48
O 0.82728 -0.72090 -1.43635 -0.08
C -0.26705 -0.84128 -0.55009 0.14
C -0.38715 0.50955 0.15164 2.26
C 0.89179 1.08611 0.76749 -1.52
N -1.35196 0.37288 1.26072 -0.13
H 1.80602 -1.76492 -2.95423 -0.24
H 0.15585 -2.27254 -2.67230 0.47
H 1.44096 -2.69052 -1.52637 -0.01
H -1.17683 -1.21806 -1.02824 0.51
H -0.06213 -1.60280 0.20819 -0.45
H -0.75958 1.27114 -0.54387 -1.22
H 1.75757 0.86582 0.13887 0.62
H 1.13147 0.56266 1.69744 0.31
H 0.72501 2.13576 0.99782 -0.36
H -1.90848 1.24668 1.22223 0.78
H -2.10397 -0.26172 0.99025 -0.44
O -3.61432 -2.32349 0.42713 -0.44
C -4.41314 -1.45531 -0.36080 -0.05
C -5.93405 -1.67063 -0.19179 -0.52
O -6.32936 -2.86195 -0.90288 -0.59
H -3.49524 -3.11250 -0.11701 0.26
H -4.24526 -0.41532 -0.06743 -0.05
H -4.24706 -1.47383 -1.44125 0.28
H -6.52805 -0.86662 -0.61890 0.41
H -6.15514 -1.86355 0.86361 0.28
H -5.71353 -3.55436 -0.64420 0.30
O -3.08564 -2.64393 3.24264 0.38
C -4.07923 -3.28620 4.01596 -0.57
C -5.05620 -2.20601 4.52279 -0.56
O -5.57726 -1.35229 3.51764 -0.51
H -3.39294 -2.65404 2.32133 -0.13
H -4.65015 -3.97634 3.38124 0.34
H -3.64490 -3.85280 4.83959 0.41
H -4.45475 -1.55818 5.17508 0.21
H -5.87757 -2.55305 5.15327 0.43
H -4.85733 -0.68915 3.36497 0.26
```